Entry 1:
C10H24N5O3 | ωB97M-V/def2-TZVPD

Structure (XYZ):
```
42
Properties=species:S:1:pos:R:3
O 0.43883 -2.42040 -2.38818
O -1.66592 -3.32855 1.78418
O -0.85120 -0.05363 -2.94621
C 0.78082 -2.24908 -1.22658
C -0.70241 -2.66110 2.12916
C 0.48146 3.70439 -1.05144
N 0.92722 4.13895 0.09528
N -0.26447 -2.71788 3.38847
N -0.38157 2.70813 -1.13763
N -0.12440 -2.28336 -0.24641
N 0.92329 4.28471 -2.13069
C -2.26024 -0.23475 -2.79900
C 2.23000 -1.93549 -0.90651
C 0.85920 -1.99254 3.98361
C -0.94094 1.90866 -0.03146
C -0.03116 0.71520 0.27628
C -0.73911 -0.34765 1.13224
C -0.03109 -1.71948 1.11617
H -0.40816 -0.93570 -3.01390
H 0.57553 3.72182 0.93704
H 1.57254 4.90594 0.13716
H -0.77746 -3.35935 3.97635
H -0.62315 2.38448 -2.06535
H -1.02312 -2.66867 -0.50876
H 0.60443 3.96826 -3.03128
H 1.57700 5.04360 -2.07335
H -2.76155 0.73441 -2.72089
H -2.47508 -0.81580 -1.89698
H -2.66490 -0.76929 -3.66407
H 2.81591 -2.01823 -1.82147
H 2.32084 -0.92909 -0.50822
H 2.60058 -2.65980 -0.18337
H 0.86926 -2.15637 5.06338
H 1.80175 -2.35716 3.56986
H 0.76654 -0.92161 3.79621
H -1.91656 1.53240 -0.34704
H -1.08647 2.51131 0.86716
H 0.86754 1.05826 0.79014
H 0.26920 0.28408 -0.67353
H -1.75741 -0.48675 0.76372
H -0.80522 0.02048 2.15727
H 1.00964 -1.60333 1.40862
```

Values from the calculation:
Charge   +1
Lowest unoccupied orbital energy   -2.85 eV
Molecular weight   262.3 g/mol

Atomic partial charges in e from the Mulliken method, atoms 1 to 2:
1 O -0.7853
2 O -0.6733

Entry 2:
C20H35ClO9 | ωB97M-V/def2-TZVPD

Structure (XYZ):
```
65
Properties=species:S:1:pos:R:3
C -3.27564 3.10842 4.75259
C -3.45599 3.61489 3.18099
O -4.74598 3.65757 2.74460
O -2.30527 4.04375 2.31911
C -1.87572 2.81105 1.64105
O -2.62394 1.69501 1.80333
C -0.48607 2.67322 0.72054
O -0.28098 1.22913 0.53192
C 1.12586 0.88594 0.27966
O 2.20184 1.45864 0.82370
O 1.38690 -0.26801 -0.64110
C 1.51964 -1.49239 0.21673
C 0.10021 -1.94463 0.90475
C -0.18078 -3.55923 0.92253
Cl -0.13679 -1.31243 2.64415
H -2.53992 3.86539 5.28893
H -2.92480 1.99671 4.85368
H -4.33008 3.19505 5.30385
H 0.34578 3.21942 1.33637
H -0.74023 3.21437 -0.31226
H 2.34536 -1.33172 1.04682
H 1.88451 -2.36342 -0.47946
H -0.75845 -1.42549 0.25827
H 0.27447 -3.98865 1.93438
H 0.28607 -4.03232 -0.04050
H -1.34735 -3.73702 1.00623
C 0.75576 -3.38466 -4.36799
C 0.39074 -4.78387 -4.79190
C 0.85419 -5.60461 -3.60817
O 0.72884 -4.77002 -2.44848
C 0.48531 -3.42397 -2.87985
H 0.18751 -2.60670 -4.88409
H 1.82267 -3.20830 -4.54948
H -0.69711 -4.86639 -4.90076
H 0.85300 -5.09317 -5.73273
H 1.90856 -5.88389 -3.70649
H 0.26329 -6.51500 -3.47218
H -0.56161 -3.18737 -2.66071
H 1.12345 -2.73574 -2.31878
C -4.61284 8.36958 3.89520
C -4.97786 6.97037 3.47129
C -4.51441 6.14962 4.65502
O -4.63976 6.98422 5.81471
C -4.88329 8.33027 5.38334
H -5.18109 9.14754 3.37910
H -3.54593 8.54594 3.71371
H -6.06571 6.88785 3.36243
H -4.51560 6.66107 2.53046
H -3.46004 5.87034 4.55670
H -5.10531 5.23923 4.79101
H -5.93021 8.56687 5.60247
H -4.24515 9.01850 5.94441
C 6.75789 -4.23094 -3.87308
C 5.70506 -3.93236 -2.83715
C 4.44883 -3.85028 -3.67666
O 4.63447 -4.73408 -4.79092
C 6.01173 -5.13245 -4.83214
H 7.65800 -4.69626 -3.46352
H 7.05105 -3.30494 -4.38191
H 5.62983 -4.76940 -2.13304
H 5.89650 -3.02074 -2.26547
H 4.30061 -2.84000 -4.07255
H 3.55322 -4.14202 -3.12058
H 6.06600 -6.17973 -4.51547
H 6.38674 -5.05773 -5.85657
```

Values from the calculation:
Charge   0
Lowest unoccupied orbital energy   0.09 eV
SMILES   CC(=O)OC(=O)COC(=O)OC[C@@H](C)Cl.C1CCOC1.C1CCOC1.C1CCOC1
Molecular weight   454.9 g/mol

Atomic partial charges in e from the Mulliken method, atoms 1 to 2:
1 C -0.8956
2 C 0.7793

| no. | electronic energy (Eh) |
| --- | --- |
| 1 | -894.77627 |
| 2 | -1920.12600 |